No. 1
35
Properties=species:S:1:pos:R:3 method="wB97M-V/def2-TZVPD" relative_energy_kcal_mol=1.1 spin_multiplicity=1 gap_ev=8.3 smiles="OCCN1CCN(C(=S)c2ccc(Br)cc2)CC1"
O 2.17 3.58 -0.97
C 2.72 2.45 -0.32
C 1.63 1.46 0.13
N 2.23 0.34 0.83
C 1.46 -0.19 1.92
C 0.16 -0.90 1.45
N 0.36 -1.41 0.11
C -0.44 -1.12 -0.92
S 0.04 -1.28 -2.50
C -1.82 -0.69 -0.66
C -2.64 -1.42 0.20
C -3.96 -1.06 0.38
C -4.47 0.03 -0.31
Br -6.29 0.53 -0.06
C -3.67 0.76 -1.18
C -2.36 0.39 -1.36
C 1.71 -1.90 -0.10
C 2.71 -0.73 -0.04
H 1.71 3.29 -1.76
H 3.44 1.94 -0.98
H 3.25 2.83 0.55
H 0.96 1.99 0.81
H 1.04 1.15 -0.75
H 2.10 -0.90 2.45
H 1.21 0.61 2.61
H -0.68 -0.19 1.43
H -0.09 -1.72 2.13
H -2.25 -2.28 0.72
H -4.60 -1.63 1.04
H -4.08 1.60 -1.71
H -1.73 0.93 -2.05
H 1.76 -2.40 -1.07
H 1.92 -2.63 0.69
H 3.67 -1.09 0.34
H 2.86 -0.33 -1.04

No. 2
96
Properties=species:S:1:pos:R:3 method="wB97M-V/def2-TZVPD" spin_multiplicity=1 gap_ev=7.6
C -7.84 0.46 -0.09
C -7.38 0.61 -1.59
O -6.03 0.09 -1.68
P -5.85 -1.06 -2.86
O -7.03 -2.00 -2.94
C -5.60 -0.39 -4.58
C -4.17 0.24 -4.89
C -3.27 0.50 -3.64
C -2.15 -0.41 -3.43
C -1.24 -0.30 -2.24
F -0.21 -1.18 -2.02
C -1.45 0.74 -1.24
Br -0.30 0.85 0.34
C -2.57 1.71 -1.48
N -2.90 2.76 -0.61
S -4.23 3.45 -1.35
N -4.50 2.55 -2.75
C -3.48 1.61 -2.67
O -4.56 -2.03 -2.35
C -4.78 -2.36 -0.94
C -4.41 -3.88 -0.64
H -8.45 -0.46 0.11
H -6.95 0.40 0.61
H -8.42 1.37 0.22
H -7.31 1.73 -1.80
H -8.10 0.20 -2.34
H -6.38 0.41 -4.73
H -5.84 -1.22 -5.30
H -3.63 -0.48 -5.57
H -4.35 1.19 -5.48
H -1.99 -1.24 -4.17
H -4.20 -1.66 -0.26
H -5.87 -2.25 -0.67
H -3.68 -3.90 0.21
H -4.01 -4.32 -1.59
H -5.34 -4.43 -0.31
O 2.11 2.31 2.48
S 3.53 2.36 2.36
O 4.39 2.23 3.51
O 3.95 3.68 1.55
C 3.50 4.95 2.05
C 4.27 5.38 3.29
C 4.05 1.18 1.15
H 2.43 4.93 2.24
H 3.67 5.68 1.26
H 4.07 4.71 4.13
H 3.98 6.38 3.59
H 5.35 5.35 3.10
H 3.44 1.29 0.26
H 3.93 0.19 1.58
H 5.10 1.35 0.92
O -0.56 -0.52 -7.64
S -1.31 -1.07 -8.73
O -2.52 -1.80 -8.52
O -0.32 -1.96 -9.63
C 0.41 -3.03 -9.01
C -0.49 -4.21 -8.69
C -1.63 0.20 -9.91
H 0.92 -2.66 -8.11
H 1.18 -3.34 -9.71
H -1.23 -3.95 -7.93
H 0.10 -5.04 -8.30
H -1.03 -4.54 -9.58
H -0.71 0.74 -10.11
H -2.37 0.86 -9.49
H -2.01 -0.26 -10.82
O 8.15 -1.82 6.83
S 8.69 -0.69 6.14
O 9.00 0.53 6.82
O 7.75 -0.35 4.87
C 6.35 -0.10 5.10
C 6.12 1.25 5.73
C 10.12 -1.19 5.23
H 5.92 -0.90 5.71
H 5.87 -0.14 4.13
H 6.54 1.30 6.74
H 5.05 1.46 5.81
H 6.59 2.04 5.15
H 9.89 -2.10 4.68
H 10.91 -1.38 5.95
H 10.41 -0.39 4.56
O 1.83 0.00 7.71
S 0.62 -0.69 7.37
O 0.61 -2.08 7.03
O -0.14 0.13 6.21
C 0.58 0.40 4.99
C 0.72 -0.85 4.13
C -0.57 -0.42 8.64
H 1.55 0.84 5.21
H 0.00 1.15 4.45
H 1.34 -1.60 4.62
H 1.17 -0.60 3.17
H -0.26 -1.30 3.95
H -0.60 0.64 8.89
H -0.26 -1.00 9.51
H -1.54 -0.77 8.30

No. 3
57
Properties=species:S:1:pos:R:3 method="wB97M-V/def2-TZVPD" relative_energy_kcal_mol=2.4 spin_multiplicity=1 gap_ev=8.0 smiles="CCOC(=O)C1=C(NC(=S)NC(=O)c2ccccc2)c2ccccc2CC12CCCC2"
C -1.40 -3.59 -0.66
C -0.95 -3.09 0.70
O 0.04 -2.08 0.51
C 0.52 -1.52 1.63
O 0.23 -1.90 2.73
C 1.48 -0.42 1.31
C 1.23 0.46 0.32
N 0.06 0.41 -0.46
C -1.19 0.39 0.00
S -1.66 0.60 1.56
N -2.20 0.19 -0.94
C -2.07 0.03 -2.30
O -1.01 0.12 -2.88
C -3.35 -0.25 -3.01
C -4.41 -0.92 -2.41
C -5.57 -1.16 -3.14
C -5.66 -0.75 -4.45
C -4.60 -0.10 -5.06
C -3.44 0.14 -4.34
C 2.12 1.57 0.04
C 1.72 2.67 -0.72
C 2.59 3.72 -0.95
C 3.87 3.69 -0.42
C 4.28 2.60 0.33
C 3.42 1.54 0.57
C 3.83 0.33 1.35
C 2.68 -0.22 2.21
C 2.31 0.78 3.35
C 2.68 0.09 4.66
C 3.73 -0.94 4.27
C 3.18 -1.47 2.95
H -2.17 -4.34 -0.54
H -1.79 -2.77 -1.26
H -0.56 -4.03 -1.19
H -1.79 -2.66 1.27
H -0.52 -3.90 1.30
H 0.16 0.36 -1.48
H -3.13 0.20 -0.54
H -4.35 -1.27 -1.39
H -6.39 -1.69 -2.67
H -6.57 -0.94 -5.01
H -4.67 0.22 -6.09
H -2.60 0.64 -4.79
H 0.72 2.71 -1.12
H 2.27 4.57 -1.53
H 4.55 4.51 -0.60
H 5.28 2.57 0.74
H 4.13 -0.44 0.63
H 4.69 0.56 1.97
H 1.25 1.02 3.32
H 2.87 1.71 3.22
H 3.03 0.79 5.41
H 1.80 -0.43 5.06
H 3.85 -1.73 5.01
H 4.70 -0.46 4.12
H 3.93 -2.02 2.36
H 2.35 -2.14 3.17

No. 4
13
Properties=species:S:1:pos:R:3 method="wB97M-V/def2-TZVPD" relative_energy_kcal_mol=63.4 spin_multiplicity=1 charge=-1 gap_ev=8.2
C -3.21 1.30 -1.30
C 0.34 0.16 0.39
C -2.25 0.02 -0.97
O -4.20 1.10 -1.96
O -2.69 2.26 -0.80
O -0.03 2.41 -0.80
O -1.26 2.19 1.26
F 1.41 0.51 1.14
F -2.64 -0.73 0.05
F -1.65 -0.68 -1.93
S -0.90 1.61 -0.02
H -0.14 -0.47 0.99
H 0.57 -0.17 -0.53

No. 5
33
Properties=species:S:1:pos:R:3 method="wB97M-V/def2-TZVPD" relative_energy_kcal_mol=84.9 spin_multiplicity=1 charge=-1 gap_ev=5.1
C -0.01 -2.57 -1.82
O -1.00 -2.45 -0.78
C 1.24 -1.73 -1.60
C 1.49 -1.53 0.05
C 1.25 -0.04 0.24
C -1.01 2.64 1.86
C 0.20 1.81 1.53
C 0.15 0.54 0.87
H -0.65 -2.28 -2.58
H 0.35 -3.57 -1.90
H 1.04 -0.72 -1.88
H 2.10 -2.25 -2.07
H 2.57 -1.74 0.23
H 0.90 -2.21 0.78
H -0.57 -2.73 0.02
H 2.05 0.61 0.25
H -1.92 2.05 1.95
H -1.19 3.29 1.10
H -0.94 2.98 2.87
H 1.09 2.15 1.96
H -0.85 -0.03 0.90
H -1.00 0.64 -2.62
H -0.38 1.11 -1.31
O -1.15 1.29 -1.95
H -3.16 0.22 -1.97
H -3.36 -1.13 -1.53
O -3.84 -0.33 -1.60
H 2.33 2.17 -0.85
H 1.22 3.09 -0.37
O 1.66 2.70 -1.14
H -0.01 -0.06 3.66
H 1.09 -1.01 3.69
O 0.29 -0.93 3.99

No. 6
92
Properties=species:S:1:pos:R:3 method="wB97M-V/def2-TZVPD" relative_energy_kcal_mol=46.0 spin_multiplicity=1 charge=-2 gap_ev=6.0
Ca -0.99 -0.72 1.53
O 1.56 -3.58 3.33
C 1.14 -2.71 2.55
N 0.71 -1.48 2.82
C 0.65 -1.08 4.22
C -0.77 -0.74 4.66
C -0.99 0.09 5.77
C -2.28 0.41 6.12
C -3.34 -0.11 5.38
C -3.03 -0.93 4.32
N -1.78 -1.25 3.96
C 1.19 -2.99 1.04
C 2.29 -3.65 0.51
C 2.36 -3.84 -0.86
C 1.32 -3.38 -1.65
C 0.25 -2.75 -1.04
N 0.18 -2.55 0.28
H 1.28 -0.20 4.38
H 1.04 -1.89 4.85
H -0.14 0.48 6.31
H -2.47 1.07 6.96
H -4.37 0.13 5.61
H -3.82 -1.36 3.70
H 3.06 -3.99 1.19
H 3.22 -4.31 -1.30
H 1.34 -3.47 -2.73
H -0.58 -2.36 -1.62
O -1.27 1.35 2.38
C -2.37 1.40 1.76
O -3.08 0.39 1.50
C -2.83 2.76 1.32
C -3.26 3.65 2.30
C -3.69 4.93 1.98
C -3.65 5.33 0.65
C -3.20 4.46 -0.33
C -2.79 3.16 -0.02
S -2.34 2.17 -1.42
H -3.26 3.32 3.33
H -4.03 5.61 2.75
H -3.95 6.33 0.37
H -3.13 4.79 -1.36
C -2.62 -4.80 0.99
O -3.32 -3.99 0.04
P -3.47 -2.42 0.44
O -4.69 -2.51 1.51
C -5.65 -1.45 1.61
O -4.33 -1.92 -0.83
C -3.66 -1.52 -2.03
H -3.01 -5.81 0.91
H -2.76 -4.45 2.01
H -1.55 -4.81 0.77
H -6.07 -1.50 2.62
H -6.44 -1.60 0.88
H -5.18 -0.48 1.46
H -4.40 -1.02 -2.65
H -3.28 -2.40 -2.55
H -2.85 -0.82 -1.81
F 1.91 3.54 -2.27
C 1.27 2.74 -3.15
C 1.43 1.37 -3.15
C 0.69 0.70 -4.10
F 0.75 -0.65 -4.16
C -0.14 1.31 -5.01
F -0.83 0.60 -5.93
C -0.27 2.69 -4.99
F -1.06 3.31 -5.87
C 0.44 3.41 -4.05
F 0.32 4.74 -4.01
Ge 2.29 0.15 -1.71
S -0.93 0.72 -0.96
C 3.90 -0.52 -2.93
C 4.07 -0.52 -4.30
F 3.34 0.27 -5.11
C 5.02 -1.29 -4.96
F 5.15 -1.24 -6.30
C 5.85 -2.12 -4.24
F 6.77 -2.87 -4.87
C 5.73 -2.15 -2.87
F 6.55 -2.95 -2.15
C 4.78 -1.36 -2.26
F 4.73 -1.44 -0.91
C 3.45 1.62 -0.78
C 3.06 2.02 0.49
F 1.98 1.48 1.07
C 3.74 2.96 1.25
F 3.31 3.31 2.47
C 4.88 3.55 0.73
F 5.56 4.46 1.45
C 5.31 3.18 -0.53
F 6.42 3.75 -1.03
C 4.59 2.24 -1.25
F 5.08 1.99 -2.48

No. 7
16
Properties=species:S:1:pos:R:3 method="wB97M-V/def2-TZVPD" relative_energy_kcal_mol=35.7 spin_multiplicity=1 charge=-1 gap_ev="6.3 / 6.3"
C -1.74 -3.00 -0.18
C -0.83 -1.82 -0.38
C -3.84 -0.55 -1.12
C 0.30 -0.69 -0.39
C 1.54 -0.71 0.07
C -0.09 0.60 -0.91
O -4.53 -0.79 -2.05
O -3.58 -0.12 -0.08
S -2.61 -4.12 0.56
S -2.07 -1.82 -1.71
S -0.41 1.86 0.44
H 2.05 0.22 0.04
H 2.07 -1.58 0.47
H -0.98 0.65 -1.52
H 0.87 1.03 -1.24
H -1.16 1.06 1.22

No. 8
61
Properties=species:S:1:pos:R:3 method="wB97M-V/def2-TZVPD" relative_energy_kcal_mol=0.0 spin_multiplicity=7 charge=+1 gap_ev="5.8 / 7.5" s_squared=12.01
Eu 0.33 0.32 -0.23
N -2.31 1.40 -2.80
C -1.87 2.45 -2.03
C -2.65 3.63 -2.10
C -2.25 4.76 -1.39
C -1.04 4.69 -0.63
C -0.34 3.51 -0.66
N -0.77 2.39 -1.28
C -1.77 0.16 -3.06
C -2.56 -0.70 -3.89
C -2.07 -1.97 -4.20
C -0.80 -2.36 -3.70
C -0.10 -1.42 -2.97
N -0.60 -0.23 -2.57
H -3.22 1.56 -3.23
H -3.57 3.62 -2.67
H -2.84 5.68 -1.41
H -0.70 5.53 -0.05
H 0.62 3.41 -0.17
H -3.52 -0.36 -4.26
H -2.63 -2.63 -4.86
H -0.39 -3.35 -3.81
H 0.93 -1.56 -2.66
B -2.71 -0.43 0.76
N -2.08 0.40 1.91
C -2.64 0.65 3.14
C -1.68 1.27 3.96
C -0.53 1.38 3.14
N -0.78 0.86 1.90
N -1.98 -1.78 0.43
C -2.52 -3.03 0.61
C -1.50 -4.00 0.53
C -0.32 -3.24 0.31
N -0.61 -1.90 0.28
H -3.84 -0.65 1.04
H -2.62 0.24 -0.25
H -3.65 0.34 3.33
H -1.79 1.56 5.00
H 0.45 1.80 3.35
H -3.58 -3.16 0.77
H -1.60 -5.07 0.62
H 0.70 -3.57 0.19
O 2.39 -0.70 -1.10
C 2.98 -1.41 -0.18
C 3.27 -2.79 -0.42
C 3.99 -3.55 0.48
C 4.35 -3.01 1.72
C 3.96 -1.70 2.04
C 3.36 -0.83 1.10
C 3.22 0.58 1.45
N 2.25 1.45 1.04
C 2.53 2.69 1.60
C 3.69 2.65 2.32
N 4.10 1.28 2.26
H 2.95 -3.20 -1.36
H 4.23 -4.58 0.26
H 4.93 -3.57 2.44
H 4.17 -1.34 3.04
H 1.85 3.52 1.42
H 4.18 3.42 2.88
H 4.96 0.87 2.66

No. 9
27
Properties=species:S:1:pos:R:3 method="wB97M-V/def2-TZVPD" relative_energy_kcal_mol=29.2 spin_multiplicity=2 charge=-1 gap_ev="3.0 / 6.6" s_squared=0.77
C -1.33 2.55 -0.03
C 1.30 0.00 0.78
C 0.46 0.71 -0.15
C -0.42 1.55 0.54
C -0.19 1.29 1.88
C 2.13 -0.99 0.25
C 2.29 -1.24 -1.13
C 0.63 0.50 -1.51
C 1.41 -0.51 -1.97
N 0.75 0.33 2.11
H 0.83 -0.28 2.89
H 2.58 -1.62 0.99
H -0.51 1.85 2.72
H 2.98 -1.88 -1.49
H -0.15 0.97 -2.16
H -2.19 2.85 0.52
H -1.79 2.05 -0.88
H 1.37 -0.78 -2.95
H -0.86 3.52 -0.34
C -1.91 -1.98 0.12
C -3.10 -1.59 -0.79
H -1.68 -1.28 0.94
H -2.24 -2.94 0.52
H -0.96 -2.00 -0.44
H -3.83 -0.95 -0.30
H -2.71 -1.06 -1.68
H -3.60 -2.45 -1.16

No. 10
15
Properties=species:S:1:pos:R:3 method="wB97M-V/def2-TZVPD" relative_energy_kcal_mol=37.1 spin_multiplicity=1 gap_ev=9.2 smiles="C=C(SC)N(S)C=O"
C 0.03 -0.58 2.08
C 0.13 -0.53 0.76
S 1.53 -1.09 -0.09
C 1.83 0.18 -1.41
N -0.97 -0.10 -0.05
S -1.89 -1.34 -0.78
C -1.16 1.25 -0.30
O -0.45 2.11 0.18
H -0.88 -0.15 2.58
H 0.86 -0.94 2.70
H 1.74 1.13 -0.92
H 1.16 0.12 -2.35
H 2.84 0.11 -1.71
H -2.70 -1.56 0.26
H -2.07 1.39 -0.96

| no. | F_max (eV Å⁻¹) |
| --- | --- |
| 1 | 0.71 |
| 2 | 4.17 |
| 3 | 0.86 |
| 4 | 4.59 |
| 5 | 7.80 |
| 6 | 1.11 |
| 7 | 7.75 |
| 8 | 2.21 |
| 9 | 5.05 |
| 10 | 2.00 |